(1)
ORCA calculation (wB97M-V/def2-TZVPD) on a molecular structure, C45H71MoN6O11P2S3Si at a distorted geometry.

Structure (XYZ):
```
140
Properties=species:S:1:pos:R:3:forces:R:3
Mo -0.805427 -0.186669 0.226235 -0.706 0.228 -0.744
S -1.796504 -1.800914 -1.545706 -0.345 -0.432 0.687
S 0.797552 5.543678 -6.770234 -0.751 0.024 0.557
S -2.981077 -0.307034 1.170359 0.440 -0.087 -0.703
P 3.269336 0.021424 1.875455 1.355 0.626 0.057
P 2.869665 -0.655597 -0.958067 0.275 -0.212 -1.182
Si -5.053239 2.080033 2.804448 -0.332 0.195 0.185
O 1.887276 0.471731 2.121180 -0.165 -0.658 -0.092
O 1.298296 -2.913632 2.147701 -0.104 0.471 -0.417
O 4.188647 1.249765 1.403479 -0.261 -0.393 0.313
O -0.183046 -1.633483 1.075473 1.391 -1.947 1.084
O 4.018545 -0.662526 3.079287 -0.243 -0.206 -0.380
O 1.356396 6.574824 -5.914426 0.226 -0.004 -0.088
O 1.437892 4.246438 -6.681150 0.115 -0.163 0.049
O 3.151401 -1.715939 -2.102038 -0.025 0.310 0.536
O 0.399618 5.951821 -8.090981 0.022 0.011 -0.084
O 3.602215 0.598082 -1.541379 -0.135 -0.023 0.287
O 1.428573 -0.319480 -0.789938 -0.810 -0.061 0.648
N -1.207537 1.439208 -0.937482 -0.184 2.545 -1.740
N -1.051118 1.164945 1.874505 -0.174 0.019 0.519
N -1.888953 5.905670 -6.272762 -0.686 -0.016 0.357
N -2.264519 -3.264750 -3.684764 0.110 0.072 0.010
N -0.678885 4.560237 -4.748759 -0.380 -0.427 0.643
N -1.271164 -1.229186 -4.086162 0.067 -0.008 -0.059
C -2.720012 -4.634102 3.123975 0.051 0.074 -0.006
C -0.652180 -1.134398 4.495156 0.000 -0.123 0.038
C -1.274580 -1.356182 -5.542539 -0.243 -0.109 -0.215
C 3.805267 2.620715 1.678105 -0.093 0.523 -0.041
C -1.001620 -2.997678 2.807626 -0.044 -0.025 -0.044
C -3.049905 -4.071202 4.353913 0.012 -0.006 0.024
C -3.136442 1.995156 2.800543 -0.111 -0.378 -0.290
C 4.056027 -3.898219 -1.456584 -0.019 0.309 -0.119
C 2.924283 -3.143215 -2.139525 -0.032 -0.631 0.085
C 5.500141 0.384487 4.640869 -0.151 -0.065 -0.144
C -2.972326 5.771351 -5.511458 0.431 -0.024 -0.259
C -1.768330 4.396903 -3.997147 -0.163 0.812 -1.055
C -0.794355 5.290514 -5.838580 1.252 0.359 -1.046
C -2.967409 5.013746 -4.348236 -0.060 -0.321 0.490
C -0.383033 2.790652 -2.755735 -0.090 0.359 -0.183
C -5.927778 1.019992 1.511801 0.438 0.010 0.154
C -5.446910 3.886388 2.410393 0.054 -0.270 0.222
C 4.077146 -0.093820 4.411387 0.105 0.110 0.504
C -0.993221 2.940358 3.429356 -0.152 0.168 0.038
C -2.823118 -4.361408 -2.898345 0.067 -0.277 0.100
C -1.349453 -2.375812 4.004035 0.003 0.047 -0.080
C -2.581109 3.149345 -1.941431 0.129 0.188 -0.235
C -2.388369 1.085246 2.056377 0.081 0.226 0.154
C 4.761370 0.868940 -3.632560 -0.179 -0.126 0.214
C 3.657398 -1.175613 5.390808 -0.080 0.101 -0.268
C -1.869853 -5.546221 -2.807022 -0.046 0.183 0.025
C -1.597957 3.474818 -2.880954 0.043 -0.722 0.603
C 5.862674 1.472643 -1.432604 -0.239 -0.130 0.021
C -2.661278 -1.210344 -6.167905 0.113 0.046 0.078
C 3.706724 -1.155878 0.559995 -0.812 0.553 0.150
C 4.925964 0.529838 -2.163641 0.459 0.120 -0.296
C -5.621725 1.541011 4.517077 0.036 0.186 -0.272
C -0.358149 2.069043 2.569786 0.290 0.216 -0.063
C -1.360392 -4.743453 1.016161 0.049 -0.002 0.126
C 5.083269 3.420713 1.858661 -0.102 -0.275 -0.008
C -2.360514 2.150957 -1.026549 -0.006 -0.243 0.329
C 0.171460 -2.513299 2.002197 -0.072 -0.868 1.129
C 1.565745 -3.502925 -1.570483 0.134 0.288 -0.117
C -4.119600 -4.690887 5.208075 0.005 0.088 -0.086
C -1.757265 -2.123237 -3.224590 0.165 0.519 -0.243
C -1.706625 -4.111308 2.338122 -0.026 -0.032 -0.016
C -2.374224 -2.932328 4.763722 0.020 -0.026 -0.040
C -2.379469 2.931600 3.509028 -0.020 -0.216 0.003
C 2.953593 3.147136 0.533071 0.115 -0.263 0.123
C -0.219058 1.841054 -1.790190 0.082 -0.367 0.132
H 5.614915 0.796403 5.642618 -0.036 0.016 0.013
H -3.757495 -4.663789 -3.373321 0.002 0.075 -0.001
H -2.104412 -5.494376 0.755417 0.038 -0.032 -0.046
H 3.980391 -3.831654 -0.372189 0.015 -0.061 0.040
H -5.164459 2.123067 5.317982 0.039 0.053 -0.016
H -5.255935 4.551889 3.253188 0.032 0.011 0.033
H 4.344869 1.869430 -3.747727 0.032 0.035 -0.013
H -5.810926 -0.044512 1.709927 -0.058 -0.053 0.026
H -3.960709 -4.460927 6.260026 -0.030 -0.026 0.020
H 6.177466 -0.462494 4.531452 0.052 0.014 0.029
H -5.102741 -4.311362 4.923177 -0.031 -0.032 0.029
H 5.710077 3.311878 0.973891 0.010 0.086 -0.013
H 2.737144 -1.645784 5.044464 -0.041 -0.002 0.070
H -6.703107 1.660305 4.600884 -0.039 -0.004 0.015
H 4.846445 4.474225 1.999354 0.018 0.011 0.009
H -3.053158 -3.988829 -1.904620 -0.078 0.061 -0.039
H 2.079423 2.508267 0.398596 -0.075 0.064 -0.017
H 3.487614 -0.740526 6.375080 0.054 -0.036 0.033
H -2.236899 -3.418100 -4.680859 0.022 0.096 -0.021
H 5.727319 0.827108 -4.133721 0.008 0.013 -0.015
H 1.505734 -3.204093 -0.520653 -0.077 -0.144 0.037
H -3.867979 6.269004 -5.864652 -0.055 0.001 0.090
H -3.354046 -1.977597 -5.824344 -0.054 -0.003 -0.031
H -3.864857 4.885682 -3.758414 -0.056 0.067 -0.041
H 5.292497 -0.495762 -2.070611 -0.053 -0.010 0.055
H 3.527930 3.127217 -0.391820 -0.010 0.084 -0.040
H 5.583018 2.508830 -1.625458 0.021 0.027 0.019
H 0.078482 -0.761698 3.778728 0.070 0.094 0.013
H 0.782536 -2.982304 -2.118053 -0.099 -0.012 0.031
H -0.135175 -1.339187 5.434594 0.041 0.029 -0.018
H 0.732102 1.338005 -1.683146 -0.093 0.008 -0.069
H -0.382284 -5.227508 1.068220 -0.003 -0.016 -0.058
H 1.409317 -4.577423 -1.651728 -0.004 -0.037 0.058
H -2.359656 -6.368715 -2.287638 0.010 -0.048 -0.041
H 4.015802 -4.949579 -1.737962 -0.015 -0.008 0.013
H -6.993903 1.251590 1.539294 -0.008 0.074 0.067
H 5.774204 1.141343 3.907478 0.036 0.030 0.031
H -5.390359 0.490250 4.698338 0.030 -0.035 -0.060
H -5.573624 1.199204 0.495928 -0.016 0.064 -0.035
H 2.948209 -3.372100 -3.206910 0.001 0.094 0.042
H -3.146777 1.891691 -0.331567 0.045 -0.125 -0.016
H 3.222286 2.641507 2.605335 0.049 -0.046 -0.033
H 3.429826 -2.152208 0.887050 -0.188 -0.152 -0.023
H -1.329873 -3.995628 0.221303 0.025 -0.025 -0.058
H -0.411096 3.648075 4.001164 0.041 -0.012 -0.005
H -3.256646 -5.510769 2.780174 0.000 -0.023 -0.007
H 5.018037 -3.493834 -1.771339 0.039 -0.062 -0.002
H -2.636810 -2.468449 5.707954 0.006 0.006 0.033
H -3.531777 3.662117 -1.925784 -0.048 -0.043 -0.005
H -0.978181 -5.271804 -2.245020 0.065 0.016 0.006
H -2.574086 -1.284550 -7.250548 -0.030 -0.015 -0.015
H -3.091458 -0.239085 -5.928701 0.008 0.026 0.004
H -1.566894 -5.884849 -3.798127 -0.016 -0.069 0.010
H -1.383836 -0.348232 4.697899 0.038 0.039 -0.047
H -0.623601 -0.579969 -5.939249 0.098 -0.037 0.107
H -0.830083 -2.317914 -5.816275 0.080 0.051 0.010
H 5.823786 1.285635 -0.360586 0.081 0.035 -0.013
H 3.373013 0.743482 4.469290 0.003 -0.045 -0.084
H -4.870461 4.259110 1.562076 0.039 -0.070 -0.036
H -6.502947 3.984133 2.155302 -0.044 -0.009 0.023
H 2.634711 4.168287 0.740832 -0.018 0.004 -0.032
H 6.881249 1.314579 -1.784604 0.008 0.030 -0.042
H 4.787949 -1.083829 0.439216 0.013 -0.039 -0.085
H 4.431483 -1.939542 5.459852 -0.007 -0.023 0.036
H -2.883153 3.641395 4.154549 0.020 0.101 -0.045
H -4.126100 -5.772108 5.079724 -0.055 -0.014 0.058
H 4.085459 0.154825 -4.101467 0.032 0.007 -0.087
H 0.713650 2.055560 2.440658 -0.086 0.034 -0.060
H 0.414884 3.029509 -3.447292 0.056 0.021 0.035
H 5.642171 3.063030 2.722066 0.034 0.061 0.014
H -0.957222 -0.355306 -3.697106 0.017 -0.026 0.100
```
Forces are in eV/Å.

Values from the calculation:
maximum force = 3.09 eV/A
total charge = +1
lowest unoccupied orbital energy (alpha / beta) = -4.84 / -4.41 eV
gap between HOMO and LUMO (alpha / beta) = 4.00 / 4.43 eV
spin multiplicity = 3
DFT total energy = -5148.57437 hartree
⟨S²⟩ = 2.026
HOMO (alpha / beta) = -8.8 / -8.8 eV

***

(2)
ORCA calculation (wB97M-V/def2-TZVPD) on 4 unconnected molecules or ions with the total composition C45H72N4O7S2 at a distorted geometry.

Structure (XYZ):
```
130
Properties=species:S:1:pos:R:3:forces:R:3
S 2.345013 -5.131082 0.501785 -0.858 -0.361 0.251
S 0.131561 1.991203 3.392636 -0.010 -0.109 -1.045
O -0.513888 -5.020273 0.809029 -0.004 1.004 1.556
O 0.276312 4.664168 5.352802 0.187 -0.024 0.274
O -4.949794 -9.204006 -0.672183 -0.288 -0.031 -0.247
O -6.371398 -8.921160 -2.336310 -0.279 -0.337 0.189
O 0.690291 4.166005 7.460687 0.458 0.147 -0.086
O -1.486378 -12.835281 -4.336800 0.224 0.323 -0.012
O -0.407167 -10.974226 -3.839399 0.179 -0.026 -0.467
N -1.996658 1.023584 1.503145 0.577 0.502 0.454
N -3.363659 4.621043 -2.085024 0.483 0.286 -0.030
N 0.101504 -6.197867 -0.880032 3.551 0.705 0.693
N -1.223065 -6.226115 -0.887945 -2.035 2.144 3.279
C -0.840293 -1.006093 0.658848 2.614 0.294 1.451
C 2.455855 -3.925895 1.900099 -0.370 1.670 0.344
C -0.428579 2.961128 9.253778 -0.139 -0.097 -0.111
C -2.305467 3.207360 0.265853 1.302 0.501 0.998
C -1.961210 4.613361 0.056682 0.634 -0.709 1.671
C -0.293300 4.494991 2.020043 -1.893 -1.206 -1.783
C -5.433900 -8.461253 -1.485224 0.407 -0.003 0.049
C -0.133701 4.582960 6.481273 -0.265 -0.181 -0.214
C -0.364577 -9.635254 -3.321777 0.028 0.045 0.331
C 3.384367 5.917726 1.260436 -0.452 0.001 -0.505
C -6.365683 -7.823649 -4.507391 0.201 0.027 -0.015
C -0.824502 0.160558 1.518200 1.285 -1.346 -0.246
C 2.784186 -2.458440 1.353131 -0.793 -0.036 -0.968
C 2.973439 7.092950 0.271336 0.106 -1.469 -0.332
C 1.541662 -0.350243 2.386835 -1.591 -0.228 -1.079
C 3.692664 1.981654 1.797448 0.565 -0.004 -0.540
C 3.974029 0.586774 2.494524 0.315 0.141 0.442
C -0.011571 -9.625345 -1.848957 -0.065 -0.086 0.194
C 0.092228 3.037167 -6.569939 0.998 0.504 -0.058
C 0.359005 4.192201 8.854408 -0.187 -0.165 0.136
C -2.615050 -11.395708 -2.839031 -0.420 0.417 -0.274
C -1.579949 4.851823 6.801474 -0.145 0.557 0.240
C 4.510801 3.183578 2.431731 -0.161 0.709 0.116
C 1.537564 -1.518107 1.474944 -0.805 0.705 0.139
C 0.618997 -5.460749 0.146991 -4.403 -1.270 -1.759
C 1.966256 6.459987 -0.804359 0.702 0.271 0.503
C 0.338447 0.471982 2.381385 -0.730 -0.896 -1.503
C 1.976946 3.299075 -4.768394 0.684 0.204 -0.756
C 5.262552 4.057496 1.341450 -0.933 -0.670 -0.135
C 2.752633 0.013958 3.308683 -0.707 0.074 -0.646
C 0.376486 -1.842494 0.655834 -0.844 1.756 0.796
C -1.648546 -5.479509 0.198753 3.090 -2.127 -3.308
C -7.127130 -8.089306 -3.224717 0.099 0.126 -0.233
C 4.205762 4.838133 0.448266 0.710 -0.091 1.019
C -1.661195 2.423535 1.305932 0.811 2.830 -0.203
C 2.663951 4.655859 -4.288437 -1.270 -0.881 0.819
C -0.977297 5.237534 0.951673 -0.191 -1.633 0.514
C -1.480881 -11.784160 -3.749523 -0.099 -0.264 0.254
C -2.630077 5.442163 -1.104015 1.019 -0.368 -0.157
C -2.457247 3.812296 -2.942019 0.036 -0.997 0.804
C 1.913856 5.102975 -2.965356 0.625 0.635 -0.674
C -4.940484 -7.047225 -1.629384 -0.350 0.499 0.194
C -0.653932 3.093657 2.154470 -0.732 -0.282 -1.066
C 2.615606 6.311131 -2.232565 -0.872 -0.471 0.102
C 1.650633 3.301994 -6.316927 -1.220 -0.413 0.018
H 4.768017 5.376734 -0.357334 -0.569 -0.707 0.440
H 3.928422 6.279803 2.172723 -0.298 -0.265 -0.868
H 3.907693 7.341431 -0.308078 -0.886 0.355 0.782
H -4.022157 3.992612 -1.629602 0.147 0.453 -0.044
H 1.032693 7.081085 -0.811085 0.720 -0.594 -0.360
H 4.818330 0.725994 3.230958 -0.784 -0.146 -0.720
H 3.502063 4.062893 0.044598 0.655 0.860 -0.080
H -2.702595 -5.287474 0.479271 1.333 0.109 0.191
H 1.870223 4.243600 -2.247625 0.134 0.592 -0.594
H -0.760153 -10.150731 -1.252943 -0.051 0.090 -0.040
H 2.213048 2.510997 -6.877893 -0.288 0.763 0.546
H -0.631163 2.965027 10.326146 0.028 0.005 -0.032
H -2.483117 -11.883564 -1.872980 -0.012 0.050 -0.042
H 2.984587 -0.896156 3.918357 0.168 0.743 -0.546
H -8.037342 -8.644225 -3.455995 0.118 -0.124 0.185
H -6.096217 -8.764753 -4.990294 -0.119 0.018 0.020
H -2.718428 -10.322649 -2.694635 0.115 -0.030 0.215
H -0.150679 5.121465 9.117038 -0.062 -0.045 -0.085
H -0.145154 3.453290 -7.580490 -0.119 -0.538 0.780
H 3.283717 -4.187131 2.613752 -0.991 -0.459 -0.832
H -6.969650 -7.232941 -5.198268 0.006 -0.033 0.024
H -5.434021 -7.287507 -4.318654 -0.084 0.073 0.002
H 1.879803 4.290676 -6.793627 0.021 -0.831 0.572
H -3.243578 6.300922 -0.734857 0.336 -0.873 -0.088
H 2.981008 -2.573015 0.247279 -0.049 0.233 1.105
H -1.919203 5.679461 6.178508 0.028 -0.218 -0.151
H -2.168149 3.963116 6.569333 0.046 0.034 0.000
H 2.435931 5.415749 1.600102 0.862 0.592 -0.033
H 1.042506 3.087184 -4.177260 0.847 0.315 -0.589
H -0.712356 6.315319 0.840951 -0.335 -1.004 -0.074
H -5.670376 -6.366059 -2.061792 0.079 -0.042 -0.185
H 2.420966 0.813198 4.030288 0.316 -0.825 -0.710
H -3.050240 2.676252 -0.374189 0.769 0.589 0.621
H 1.468987 -3.842798 2.433799 1.063 -0.506 -0.402
H 4.058116 1.880265 0.733191 -0.412 0.111 0.956
H 0.338800 -2.724636 -0.031967 0.461 0.894 0.805
H -0.141676 1.940349 -6.538020 0.058 1.081 0.094
H 0.467424 4.951500 2.692325 -0.819 -0.407 -0.642
H 5.971507 4.784178 1.811470 -0.517 -0.646 -0.331
H -1.380329 2.902700 8.723174 -0.008 0.072 0.082
H 2.521247 7.285182 -2.779215 0.030 -0.890 0.214
H 0.067936 -8.601561 -1.478259 0.010 -0.074 -0.094
H -4.714120 -6.664588 -0.634201 0.179 -0.189 -0.065
H -1.758511 5.149103 7.832464 -0.024 -0.202 0.043
H 2.592236 2.206023 1.707441 1.049 -0.248 0.322
H -2.616618 3.955270 -4.039282 0.191 0.155 0.932
H 2.691938 2.463737 -4.556548 -0.670 0.591 -0.060
H 0.846624 5.336479 -3.246601 0.944 -0.094 0.354
H 0.128682 2.056634 9.003224 0.055 0.079 0.071
H 3.712372 6.068534 -2.198321 -0.973 0.269 0.294
H -1.393466 4.004286 -2.625146 -0.898 -0.192 -0.676
H 0.939258 -10.136028 -1.682231 0.006 0.070 -0.105
H -2.653026 2.723662 -2.703606 0.397 0.957 -0.533
H 3.733263 4.415738 -4.066065 -0.743 0.632 -0.268
H 1.309310 4.199689 9.389917 0.052 0.036 -0.246
H 3.834887 3.899676 2.985767 0.538 -0.918 -0.376
H 2.551777 5.448442 -5.077891 0.348 -0.727 0.789
H -0.485691 3.613761 -5.795846 0.341 -0.704 -0.791
H -1.769052 5.897268 -1.677936 -0.907 -0.242 0.594
H 2.539712 7.980995 0.797158 0.485 -0.763 -0.473
H -3.547884 -11.736638 -3.288308 0.126 -0.209 0.107
H 3.714148 -2.016113 1.784299 -0.967 -0.530 -0.042
H -1.295783 -9.105615 -3.533489 -0.031 -0.089 0.067
H 5.245983 2.793327 3.187812 -0.617 0.322 -0.750
H -1.708465 -1.269637 0.005981 0.882 0.474 0.783
H -4.030730 -7.042043 -2.231597 -0.016 0.001 0.064
H -7.443731 -7.171227 -2.725293 0.113 -0.001 0.011
H 0.417293 -9.120521 -3.881909 -0.038 -0.220 -0.110
H -2.477451 0.940739 2.410999 0.238 0.019 -0.435
H 5.827135 3.317111 0.701081 -0.317 0.974 0.500
H 4.371237 -0.130137 1.721733 -0.631 0.590 0.804
H 1.676895 5.427010 -0.454355 0.161 1.090 -0.277
```
Forces are in eV/Å.

Values from the calculation:
maximum force = 5.00 eV/A
lowest unoccupied orbital energy = 0.34 eV
gap between HOMO and LUMO = 8.52 eV
DFT total energy = -3299.76197 hartree
HOMO = -8.2 eV